Entry 1:
DFT (wB97M-V/def2-TZVPD) results for a single C2H4N4O molecule.

Values from the calculation:
Frontier orbital gap: 10.1 eV
Energy above the lowest of the compared OMol25 structures with the same formula, charge and spin: 4.880 eV
Calculated total energy: -372.72098 Eh
HOMO level: -9.227 eV

```
! RIJCOSX wB97M-V def2-TZVPD def2/J DEFGRID3
* xyz 0 1
N 2.13 0.12 0.50
C 1.28 0.21 -0.52
N 0.36 -0.60 -1.18
N -0.93 -0.53 -0.63
C -1.24 0.09 0.50
O -2.58 -0.02 0.64
N 0.92 0.85 -1.54
H 1.89 -0.54 1.23
H 2.62 0.95 0.79
H -1.62 -0.98 -1.23
H -2.82 0.45 1.45
*
```



Entry 2:
DFT (wB97M-V/def2-TZVPD) results for a single C2H4N4O2 molecule at a distorted geometry.

Values from the calculation:
Frontier orbital gap: 9.6 eV
Energy above the lowest of the compared OMol25 structures with the same formula, charge and spin: 3.247 eV
Calculated total energy: -447.98310 Eh
HOMO level: -9.154 eV

```
! RIJCOSX wB97M-V def2-TZVPD def2/J DEFGRID3
* xyz 0 1
C 0.57 0.43 -0.03
C -1.58 -0.60 0.07
H 1.80 -1.60 0.53
H 3.39 -0.75 0.11
H -0.55 2.38 0.27
H -2.89 1.01 -0.01
N 2.33 -1.02 -0.20
N 1.82 0.34 -0.17
N -0.52 1.46 -0.31
N -1.83 0.72 0.03
O -2.37 -1.57 -0.29
O -0.17 -0.79 0.04
*
```



Entry 3:
DFT (wB97M-V/def2-TZVPD) results for a single C2H4N4O2 molecule at a distorted geometry.

Values from the calculation:
Frontier orbital gap: 8.4 eV
Energy above the lowest of the compared OMol25 structures with the same formula, charge and spin: 6.264 eV
Calculated total energy: -447.87223 Eh
HOMO level: -8.826 eV

```
! RIJCOSX wB97M-V def2-TZVPD def2/J DEFGRID3
* xyz 0 1
C 1.10 0.34 -0.35
C 0.21 -0.08 0.76
H 3.26 0.20 -1.10
H 2.53 0.22 0.83
H -2.36 -1.37 0.66
H -2.40 0.59 1.00
N 2.45 0.05 -0.15
N 0.44 0.73 -1.43
N -0.90 -0.48 -0.13
N -2.36 -0.36 0.28
O -0.89 0.50 -1.12
O 0.10 -0.59 1.89
*
```



Entry 4:
DFT (wB97M-V/def2-TZVPD) results for a single C2H4N4O2 molecule at a distorted geometry.

Values from the calculation:
Frontier orbital gap: 8.8 eV
Energy above the lowest of the compared OMol25 structures with the same formula, charge and spin: 4.498 eV
Calculated total energy: -447.93713 Eh
HOMO level: -8.275 eV

```
! RIJCOSX wB97M-V def2-TZVPD def2/J DEFGRID3
* xyz 0 1
C -0.39 0.59 -0.23
C 0.92 -1.14 -0.30
H -1.58 1.51 1.39
H -2.09 3.28 0.80
H 1.93 -2.85 -0.12
H 1.48 -2.38 -1.70
N -1.39 2.35 0.89
N -0.96 1.83 -0.40
N 0.15 -1.26 0.80
N 1.88 -2.14 -0.71
O -0.58 -0.05 0.98
O 0.49 -0.16 -1.13
*
```